[1]
Here is C3CuF2MgO as an isolated structure in a non-equilibrium geometry from OMol25. Energies are from ωB97M-V with the def2-TZVPD basis set.

XYZ file:
```
8
Properties=species:S:1:pos:R:3:lowdin_charge:R:1
C 0.6795 0.9799 -0.3669 -0.36
F 1.8659 1.6864 -0.2005 -0.08
Cu -0.2359 -2.6705 -0.6135 0.66
F 1.8700 -0.8513 0.4752 -0.08
O -2.1713 0.0964 0.4463 -0.10
C 0.6814 -0.3411 -0.0908 -0.27
C -1.5226 -0.8507 0.6652 0.00
Mg -1.1671 1.9510 -0.3150 1.23
```

frontier orbital gap = 0.228 Ha
net charge = +1
HOMO level = -12.26 eV

=====

[2]
Here is a 2-piece molecular cluster, C3F3O3 overall in a non-equilibrium geometry from OMol25. Energies are from ωB97M-V with the def2-TZVPD basis set.

XYZ file:
```
9
Properties=species:S:1:pos:R:3:lowdin_charge:R:1
C -0.0489 0.5098 -1.7365 -0.13
C 2.4696 0.6303 0.9941 -0.02
C -1.7756 -0.3008 -0.0265 -0.68
O -2.6873 0.4904 -0.0416 0.05
O -0.8809 -0.6978 -0.7993 -0.06
O -0.4408 0.4492 -2.8497 -0.04
F 2.8515 -0.5981 0.4592 -0.04
F 2.1501 0.2871 2.2564 0.00
F -1.6387 -1.0001 1.2514 -0.07
```

frontier orbital gap (spin up / spin down) = 0.325 / 0.176 Ha
net charge = -1
spin multiplicity = 3
HOMO level (spin up / spin down) = -4.88 / -4.76 eV